Arrangement P

The following is a quantum chemistry calculation of a 15-piece molecular cluster, H30O15 overall, from the Open Molecules 2025 dataset.

Computed properties:
Highest occupied orbital energy = -10.804 eV
Orbital gap = 10.3 eV

Geometry (Å):
1 O 3.9685 -0.3321 -1.1504
2 H 4.5036 0.0975 -0.4659
3 H 3.8118 -1.1575 -0.6797
4 O -0.4237 3.6718 -0.3505
5 H 0.2606 3.7939 0.2995
6 H -0.8098 4.2980 -0.9551
7 O -2.1487 -2.9947 1.1153
8 H -2.7895 -2.6881 0.4571
9 H -2.5209 -2.4858 1.8456
10 O 2.4190 -2.9190 2.9314
11 H 2.3963 -2.1714 2.3426
12 H 1.6469 -3.4707 2.7866
13 O 0.2762 2.1068 2.4192
14 H 1.0451 2.0416 1.8370
15 H -0.3543 1.6243 1.8632
16 O -3.5927 1.6037 -2.0183
17 H -2.7247 1.1796 -2.0279
18 H -3.5842 1.9031 -1.0971
19 O -0.2313 0.3335 -1.3207
20 H 0.1752 1.0838 -1.7822
21 H 0.2214 -0.3978 -1.7578
22 O -2.7836 2.1766 0.7431
23 H -2.5664 1.2696 0.5288
24 H -2.0668 2.7949 0.8952
25 O -0.3121 -1.0023 1.0520
26 H -0.8624 -1.4750 0.3998
27 H 0.1962 -0.7286 0.2514
28 O 3.7395 0.1168 1.5974
29 H 3.8913 -0.6938 2.0859
30 H 2.9467 -0.0031 1.0659
31 O -3.7424 -0.4538 0.1921
32 H -3.7862 0.4474 0.4939
33 H -4.5955 -0.8639 0.0663
34 O 2.4630 1.2630 -2.4892
35 H 2.5701 2.0247 -3.0567
36 H 3.2699 0.9551 -2.0662
37 O 1.2491 -2.3291 -2.7775
38 H 1.9680 -2.9476 -2.7626
39 H 1.5938 -1.4903 -2.4572
40 O 0.0765 -0.4740 4.3621
41 H -0.6245 -0.3215 3.7204
42 H 0.5478 0.3327 4.3497
43 O -1.3409 -0.8858 -4.1934
44 H -0.9307 -0.8349 -3.3254
45 H -0.9216 -0.1442 -4.6440

=====

Arrangement Q

The following is a quantum chemistry calculation of H30O15 as an isolated structure, from the Open Molecules 2025 dataset.

Computed properties:
Highest occupied orbital energy = -9.367 eV
Orbital gap = 8.7 eV

Geometry (Å):
1 H -0.9522 -0.4106 -0.7006
2 H 0.3925 0.3104 -0.4162
3 H 0.9676 0.7436 1.7309
4 H 0.9701 0.0793 3.0778
5 H -1.0470 -0.7493 1.8786
6 H -1.1490 -1.8671 2.8729
7 H -1.5185 1.8788 3.6600
8 H -0.5762 2.1078 2.4917
9 H 2.0161 3.7800 -3.4420
10 H 1.8827 2.5057 -2.8648
11 H -1.2585 -3.3610 -1.7193
12 H -0.4608 -2.0779 -1.7173
13 H 3.5941 -0.6322 -1.6813
14 H 4.5092 -1.6552 -1.0579
15 H -0.5428 -3.1920 -0.1634
16 H -0.7398 -4.6121 -0.7768
17 H -5.7758 -0.7296 0.7625
18 H -4.2712 -0.8768 0.4504
19 H -1.6372 4.1709 0.6564
20 H -2.9272 4.0498 1.4515
21 H -2.1904 2.2621 -1.1623
22 H -1.3923 2.7668 -2.2610
23 H 2.0401 1.3135 -0.3663
24 H 2.4847 2.6962 -0.5937
25 H 3.6163 -0.2426 1.0412
26 H 2.4966 0.8180 1.1737
27 H 5.1878 -2.6872 0.2219
28 H 3.7969 -2.4588 0.4801
29 H -4.3427 -2.7886 -2.2015
30 H -3.1653 -1.9806 -1.8231
31 O -0.4662 -0.0144 -0.0538
32 O 1.0922 -0.0640 2.2024
33 O -1.1533 -1.7019 1.8987
34 O -1.3167 2.4513 2.9905
35 O 1.4171 3.3864 -2.8544
36 O -1.3063 -2.4626 -1.3794
37 O 4.4123 -0.6983 -1.1449
38 O -0.3402 -4.0741 -0.0554
39 O -5.0881 -0.6070 0.1383
40 O -2.4908 3.6124 0.7079
41 O -1.4683 2.8848 -1.3581
42 O 2.7530 1.9276 -0.1227
43 O 3.3686 0.6050 0.7925
44 O 4.6743 -2.2968 0.8222
45 O -4.0952 -2.1098 -1.5860

=====

Arrangement R

The following is a quantum chemistry calculation of a 15-piece molecular cluster, H30O15 overall, from the Open Molecules 2025 dataset.

Computed properties:
Highest occupied orbital energy = -10.156 eV
Orbital gap = 9.5 eV

Geometry (Å):
1 O 0.0138 0.0255 -0.0627
2 H -0.7264 -0.4970 0.2873
3 H 0.2925 0.6618 0.5907
4 O 3.0659 0.9558 -0.6286
5 H 3.8332 1.3854 -0.2266
6 H 2.7561 0.3500 -0.0114
7 O -2.4876 1.9953 -0.5980
8 H -2.6708 1.0538 -0.6935
9 H -2.4612 2.3314 -1.4724
10 O -0.1305 3.2748 2.8468
11 H 0.6170 3.0126 3.4297
12 H 0.2121 3.0970 1.9822
13 O -2.2450 -0.9162 0.7347
14 H -2.2483 -1.8824 0.8927
15 H -2.2768 -0.5064 1.6256
16 O 2.3839 -1.6613 0.5917
17 H 1.4327 -1.5110 0.4285
18 H 2.7265 -1.9152 -0.2119
19 O -0.3095 -2.7262 1.6131
20 H -0.0096 -3.4645 1.0369
21 H 0.3312 -2.7930 2.3226
22 O -1.8865 -2.5583 -1.8632
23 H -2.5651 -3.0409 -1.4208
24 H -1.9686 -1.6243 -1.8170
25 O 2.4858 3.4716 1.5919
26 H 3.3017 3.2810 2.0122
27 H 1.9839 2.6585 1.6539
28 O 1.5765 0.8802 2.1416
29 H 0.9524 0.5969 2.8435
30 H 2.4728 0.5395 2.2155
31 O -3.9285 -0.2313 -1.2185
32 H -3.4524 -0.8098 -0.6015
33 H -4.4611 -0.8488 -1.7385
34 O 0.1866 2.8256 -0.0248
35 H 0.6945 2.3786 -0.6885
36 H -0.7456 2.6365 -0.1625
37 O -1.3180 -0.0270 -2.2217
38 H -0.9160 0.6797 -2.7207
39 H -0.7753 0.0225 -1.3898
40 O 0.8098 -2.8752 -1.4595
41 H 1.0205 -3.5677 -0.8036
42 H -0.1624 -2.6861 -1.4254
43 O 1.7114 -0.7899 -2.7901
44 H 1.5768 -1.2701 -1.9931
45 H 1.3077 0.0885 -2.5968

=====

Arrangement S

The following is a quantum chemistry calculation of a 15-piece molecular cluster, H30O15 overall, from the Open Molecules 2025 dataset.

Computed properties:
Highest occupied orbital energy = -10.404 eV
Orbital gap = 9.5 eV

Geometry (Å):
1 H 1.1907 -0.2031 -0.1743
2 H -0.2572 0.2199 0.0118
3 H -1.7651 0.3741 2.0727
4 H -0.2799 0.2018 1.7998
5 H -4.2320 -2.3880 2.5844
6 H -2.8012 -2.5065 2.0854
7 H 2.3148 3.5757 -1.4966
8 H 0.7959 3.5284 -1.4685
9 H -2.7574 -2.0181 -2.2826
10 H -1.6618 -1.0405 -2.6753
11 H -3.7151 -3.5243 0.8806
12 H -2.8519 -2.6057 0.0315
13 H 5.0119 1.9637 0.4939
14 H 3.9999 1.3187 1.4265
15 H -0.9684 1.9189 -0.4780
16 H -2.1371 0.9821 -0.2202
17 H 5.6224 0.2777 -0.7364
18 H 5.1608 -1.0745 -1.2546
19 H 1.3902 -0.7686 2.8936
20 H 0.7155 -0.4121 4.2081
21 H 1.9342 0.9634 -3.5471
22 H 1.5838 -0.0570 -2.4766
23 H 2.6393 -1.5387 0.6120
24 H 4.0955 -1.4748 0.1813
25 H -3.7586 1.4696 -0.5730
26 H -5.2658 1.6579 -0.6259
27 H 1.0313 -3.5496 -1.2483
28 H 0.0299 -3.0526 -2.2780
29 H -3.5132 3.9821 1.3908
30 H -2.6080 2.9885 0.6813
31 O 0.5883 0.5334 -0.3284
32 O -0.9839 -0.0944 2.3877
33 O -3.6051 -1.9870 1.9719
34 O 1.5622 3.6759 -0.9028
35 O -2.0339 -1.8986 -2.9082
36 O -2.8072 -3.3936 0.5848
37 O 4.8330 1.8034 1.4273
38 O -1.8708 1.7338 -0.7615
39 O 5.4233 -0.6196 -0.4464
40 O 1.5799 -0.4504 3.7834
41 O 1.3856 0.1871 -3.3877
42 O 3.5372 -1.5861 0.9591
43 O -4.4371 2.1492 -0.6552
44 O 0.9739 -3.0738 -2.0846
45 O -3.0887 3.8123 0.5423

=====

Computed energies relative to the best structure, in hartree: arrangement P 0.0458; arrangement Q 0.2869; arrangement R 0.0000; arrangement S 0.1133

=====

Arrangement P

The following is a quantum chemistry calculation of a 15-piece molecular cluster, H30O15 overall, from the Open Molecules 2025 dataset.

Computed properties:
Highest occupied orbital energy = -10.935 eV
Orbital gap = 10.3 eV

Geometry (Å):
1 H 0.1648 0.4549 -0.7271
2 H -0.0148 0.7875 0.6467
3 H -2.6039 -1.9488 -2.9521
4 H -3.5505 -2.9586 -3.7140
5 H -0.0255 3.0308 4.3647
6 H -0.5436 1.9342 5.1964
7 H 0.4162 -0.9993 5.6625
8 H 0.3464 0.1559 4.6993
9 H 3.3987 1.2420 0.7486
10 H 2.2466 0.2147 0.8043
11 H 2.0297 2.3855 -1.4214
12 H 2.7157 2.6102 -2.7578
13 H -3.5228 -0.0680 1.9851
14 H -2.4191 -1.0151 2.2562
15 H 1.4137 0.1404 -5.3571
16 H 0.7848 0.1222 -3.9808
17 H -4.2945 -1.5118 -0.4143
18 H -5.0445 -2.1202 -1.6166
19 H 0.9231 -2.8949 2.0685
20 H 0.7277 -4.3886 2.4479
21 H -0.7107 3.3468 -2.0468
22 H -0.9497 3.8522 -3.4548
23 H 4.1592 -0.4241 -2.7971
24 H 4.0480 1.1395 -2.6639
25 H 0.3292 -1.3317 3.1511
26 H 1.0898 -0.0581 2.8602
27 H 0.0942 -2.3947 -3.2580
28 H 1.5335 -2.3725 -2.9923
29 H -1.7693 2.2707 0.1992
30 H -1.1274 2.3969 1.5472
31 O -0.2307 0.1289 0.0980
32 O -2.7242 -2.5476 -3.6873
33 O -0.3900 2.9562 5.2219
34 O 0.3049 -0.0742 5.6233
35 O 2.6307 0.9518 1.2806
36 O 2.5715 1.9575 -2.0586
37 O -3.1341 -0.6111 2.6827
38 O 1.1012 -0.4045 -4.6132
39 O -4.7463 -2.3747 -0.7117
40 O 1.2100 -3.5594 2.6263
41 O -1.1510 3.0485 -2.8245
42 O 3.6679 0.3833 -3.0424
43 O 1.2294 -0.9943 3.0292
44 O 0.7282 -2.8157 -2.7012
45 O -0.9126 2.3568 0.5932

=====

Arrangement Q

The following is a quantum chemistry calculation of a 15-piece molecular cluster, H30O15 overall, from the Open Molecules 2025 dataset.

Computed properties:
Highest occupied orbital energy = -8.930 eV
Orbital gap = 8.8 eV

Geometry (Å):
1 H 0.6376 -0.9932 -0.1277
2 H -0.3809 0.1186 0.2616
3 H -0.0418 3.8193 1.0542
4 H 0.1224 2.4149 1.5590
5 H -0.1354 2.2745 -2.0762
6 H -0.6276 3.5871 -2.7205
7 H -2.7222 1.2599 2.1442
8 H -2.0681 2.6130 2.3812
9 H -1.7688 -1.2922 -2.9965
10 H -2.5542 -2.1475 -2.0975
11 H -2.2217 -1.6935 3.8088
12 H -1.6146 -0.9222 2.7852
13 H 2.7094 0.0217 1.4413
14 H 2.4141 1.4650 1.0987
15 H -1.0955 -3.7245 -0.7116
16 H -0.4728 -3.5524 -1.9951
17 H -3.3075 2.3318 -0.6354
18 H -4.8200 2.4056 -0.7791
19 H 3.3782 0.6573 -1.7962
20 H 2.6555 1.3376 -0.7591
21 H -4.1671 -1.9151 -0.2957
22 H -5.2567 -3.0104 -0.0090
23 H 4.7326 -2.0712 -1.6904
24 H 4.8910 -0.8800 -0.7331
25 H 1.9623 -3.9039 0.2402
26 H 2.2071 -2.7340 -0.5944
27 H 0.6458 3.9912 -1.5152
28 H 1.1141 3.2461 -0.2738
29 H 3.8016 -0.4972 3.1750
30 H 2.6098 -1.6280 3.3295
31 O 0.1497 -0.3060 -0.5098
32 O -0.4241 3.0183 1.0418
33 O 0.0867 2.9373 -2.6863
34 O -1.9867 1.7063 2.5597
35 O -2.5938 -1.7075 -2.9594
36 O -1.5511 -1.0055 3.7040
37 O 1.9484 0.6078 1.2861
38 O -1.0772 -3.1156 -1.4503
39 O -4.0978 1.7736 -0.7800
40 O 2.5648 1.0833 -1.6871
41 O -4.4203 -2.7329 0.1564
42 O 4.3169 -1.4988 -1.0206
43 O 2.0207 -3.6471 -0.6875
44 O 1.2879 3.3275 -1.1648
45 O 3.1493 -1.0194 2.7254

=====

Computed energies relative to the best structure, in hartree: arrangement P 0.0000; arrangement Q 0.0515